(1)
78
Properties=species:S:1:pos:R:3:mulliken_spin:R:1 method="wB97M-V/def2-TZVPD" total_charge=+1 s_squared=2.009 molar_mass_g_mol=986.5 total_energy_ha=-8945.887525 multiplicity=3 gap_ev="8.681 / 6.338"
Pt -0.5326 -1.3872 0.0786 1.245
C -1.4020 1.4944 -1.4442 0.037
C 0.0294 1.0384 -1.7236 -0.027
As 1.0598 1.1378 -0.0244 -0.023
C 2.4472 -0.3145 -0.2658 0.049
C 4.2588 -0.9303 1.6823 0.001
C 4.6019 -2.3105 1.1202 -0.002
C 4.4751 -2.2946 -1.0720 -0.001
C 3.8194 -1.3734 -2.0345 0.000
C 2.9140 -0.4740 -1.6840 0.006
C 1.9016 2.8594 -0.4963 0.072
C 3.0907 3.0192 -1.1949 -0.004
C 3.4665 4.2766 -1.6437 0.003
C 2.6604 5.3769 -1.4014 -0.001
C 1.4848 5.2268 -0.6825 0.002
C 1.1125 3.9750 -0.2234 0.008
As -2.0890 0.4411 0.0808 0.190
C -1.8133 1.6094 1.6054 -0.010
C -1.0737 1.1288 2.6823 0.001
C -0.7645 1.9596 3.7419 0.002
C -1.1806 3.2817 3.7254 0.000
C -1.9154 3.7651 2.6570 0.002
C -2.2352 2.9318 1.5964 0.011
C -3.9985 0.3910 -0.2834 0.026
C -4.9607 1.0095 0.5074 0.005
C -6.2903 0.9793 0.1144 0.000
C -6.6599 0.3267 -1.0513 0.005
C -5.7056 -0.3109 -1.8302 -0.003
C -4.3798 -0.2892 -1.4373 -0.003
H -2.0448 1.3543 -2.3224 0.002
H -1.4193 2.5629 -1.1936 0.000
H 0.4874 1.6703 -2.4934 -0.003
H 0.0239 -0.0055 -2.0784 0.023
H 4.2549 -0.7245 2.7406 0.000
H 5.0655 -2.9836 1.8349 0.000
H 5.0166 -3.0652 -1.6209 0.000
H 4.1431 -1.4421 -3.0626 0.000
H 2.4686 0.1700 -2.4333 0.000
H 3.7242 2.1631 -1.3973 0.001
H 4.3877 4.3960 -2.1959 0.000
H 2.9513 6.3495 -1.7714 0.000
H 0.8579 6.0850 -0.4866 0.000
H 0.2008 3.8538 0.3592 0.000
H -0.7370 0.0908 2.6794 0.004
H -0.1970 1.5805 4.5775 0.001
H -0.9194 3.9372 4.5411 0.000
H -2.2321 4.7959 2.6474 0.000
H -2.8176 3.3081 0.7607 0.001
H -4.6727 1.5104 1.4266 0.002
H -7.0399 1.4695 0.7189 0.000
H -7.6962 0.3049 -1.3495 0.000
H -5.9900 -0.8186 -2.7411 0.000
H -3.6203 -0.8060 -2.0221 -0.001
Br -3.2430 -1.6671 2.5304 0.011
C -3.2326 -3.0647 1.2465 -0.003
C -4.2257 -4.0286 1.2547 0.003
C -4.1801 -5.0113 0.2775 -0.003
C -3.1403 -5.0084 -0.6356 0.010
C -2.1778 -4.0125 -0.5412 -0.002
N -2.2400 -3.0540 0.3745 0.107
C -0.9516 -4.0081 -1.4981 -0.005
O -0.7772 -4.9879 -2.1860 0.029
O -0.2447 -2.9629 -1.4575 0.171
H -4.9928 -4.0185 2.0112 0.001
H -4.9482 -5.7676 0.2333 0.000
H -3.0375 -5.7601 -1.4011 0.002
N 7.9231 -2.0655 -0.3775 0.000
C 6.8092 -1.8694 -0.2071 0.000
C 5.4137 -1.6418 -0.0142 0.000
C 5.0529 -0.2661 0.5717 0.003
C 3.5803 -0.0092 0.7092 0.001
N 1.6777 -1.4976 0.1357 0.091
C 2.2186 -2.6362 0.2579 -0.039
C 3.6526 -2.9586 0.0794 0.008
H 5.7758 0.5305 0.6375 0.000
H 3.4258 0.9726 1.1716 -0.002
H 1.5774 -3.4642 0.5495 -0.002
H 3.7658 -4.0437 0.0618 -0.002



(2)
81
Properties=species:S:1:pos:R:3:lowdin_charge:R:1 method="wB97M-V/def2-TZVPD" molar_mass_g_mol=932.2 total_energy_ha=-7973.273009 e_above_lowest_ev=2.7081 multiplicity=1 gap_ev=6.940
In 0.4854 -0.2776 0.2899 0.760
C -0.0954 -2.4154 2.6738 -0.234
P -0.9404 -0.8055 2.3744 1.063
C -2.6806 -1.2230 2.1617 -0.348
C -3.1002 -1.5775 0.8802 -0.078
C -4.4058 -1.9936 0.6714 -0.061
C -5.2939 -2.0498 1.7351 -0.074
C -4.8775 -1.7015 3.0133 -0.075
C -3.5710 -1.2943 3.2311 -0.087
C -0.7310 0.3210 3.7687 -0.350
C 0.4699 0.3199 4.4772 -0.081
C 0.7221 1.3061 5.4199 -0.063
C -0.2179 2.2966 5.6587 -0.076
C -1.4118 2.3083 4.9492 -0.075
C -1.6670 1.3305 4.0019 -0.094
C -0.0542 -3.0942 1.3355 -0.448
C -0.4778 -4.3310 0.9130 -0.052
C -0.2434 -4.3815 -0.4914 -0.050
C 0.2941 -3.1653 -0.8498 -0.402
C 0.6267 -2.5899 -2.1862 -0.275
P -0.5460 -1.2109 -2.6570 1.078
C -0.1435 -1.1132 -4.4509 -0.355
C 0.4412 -0.0376 -5.1106 -0.069
C 0.6485 -0.0785 -6.4848 -0.079
C 0.2732 -1.1890 -7.2216 -0.096
C -0.3282 -2.2637 -6.5786 -0.092
C -0.5407 -2.2173 -5.2119 -0.124
C 0.1515 0.3140 -1.8473 -0.488
C -0.8913 1.4179 -1.8895 -0.281
C 0.0337 3.1420 -3.2861 -0.151
C 1.3376 3.0327 -3.0072 -0.080
C 2.0633 1.8522 -2.5578 -0.091
C 1.5555 0.6743 -2.1562 -0.178
N 0.4275 -2.3893 0.2633 -0.062
H -0.6419 -3.0031 3.4120 0.106
H 0.9118 -2.2126 3.0477 0.058
H -2.4078 -1.5466 0.0439 0.084
H -4.7246 -2.2721 -0.3240 0.111
H -6.3147 -2.3684 1.5698 0.106
H -5.5701 -1.7510 3.8431 0.106
H -3.2457 -1.0327 4.2304 0.108
H 1.2233 -0.4311 4.2783 0.105
H 1.6607 1.3037 5.9572 0.112
H -0.0176 3.0652 6.3935 0.105
H -2.1435 3.0851 5.1277 0.106
H -2.5916 1.3558 3.4378 0.108
H -0.8941 -5.1084 1.5343 0.098
H -0.4541 -5.2045 -1.1557 0.095
H 0.4824 -3.3544 -2.9498 0.079
H 1.6707 -2.2678 -2.2523 0.072
H 0.7411 0.8432 -4.5667 0.076
H 1.1083 0.7691 -6.9774 0.103
H 0.4389 -1.2164 -8.2908 0.099
H -0.6394 -3.1323 -7.1445 0.101
H -1.0364 -3.0518 -4.7263 0.098
H -1.8792 0.9516 -1.8864 0.130
H -0.3789 4.0570 -3.6962 0.125
H 1.9291 3.9174 -3.2115 0.104
H 3.1429 1.9188 -2.6332 0.107
H 2.2851 -0.1156 -1.9899 0.058
O 1.7949 5.8342 1.4903 0.096
C 1.4632 4.5671 1.1736 -0.264
C 0.4000 4.2575 0.3279 0.084
C 0.1541 2.9265 0.0615 -0.175
N 0.8724 1.9561 0.6092 0.094
C 1.8881 2.2452 1.4191 -0.137
C 2.2285 3.5428 1.7298 0.104
C 2.6558 1.0380 1.9504 -0.576
O 3.5874 1.2182 2.7095 0.081
O 2.2349 -0.1020 1.5160 -0.129
C -1.0106 2.5058 -0.7935 -0.269
O -0.9056 2.1717 -3.1327 -0.040
O -2.0694 3.0640 -0.6401 0.152
H 1.2014 6.4527 1.0505 0.118
H -0.2246 5.0206 -0.1182 0.139
H 3.0633 3.7503 2.3827 0.140
Br 4.6022 -1.6070 -0.6857 0.610
C 4.6449 -2.0239 1.2005 -1.036
Br 3.4711 -3.4708 1.6708 0.652
H 4.3230 -1.1419 1.7377 -0.035
H 5.6577 -2.3198 1.4385 -0.004



(3)
88
Properties=species:S:1:pos:R:3:lowdin_charge:R:1 method="wB97M-V/def2-TZVPD" total_charge=+2 molar_mass_g_mol=1037.0 total_energy_ha=-5932.382774 e_above_lowest_ev=1.0507 multiplicity=1 gap_ev="5.836 / 5.836"
Hf -0.7910 0.3738 0.2807 1.723
O 0.3036 2.7588 5.4803 0.047
C 1.4111 2.1210 5.0035 -0.260
C 2.6358 2.1290 5.7568 0.003
C 3.7156 1.3836 5.2791 -0.072
C 3.6567 0.7396 4.0462 -0.068
C 2.4714 0.8240 3.3075 -0.038
C 1.3491 1.5213 3.7369 -0.100
C 0.0328 1.3522 2.9372 -0.342
O 0.1430 0.2633 2.0331 -0.296
N -0.2444 2.5354 2.1196 -0.015
N -1.2592 2.3660 1.1198 -0.096
C -1.6405 3.5966 0.7610 -0.178
C -2.5680 3.9523 -0.2099 -0.603
Br -3.3719 2.6279 -1.3277 0.815
C -3.0215 5.2908 -0.5195 -0.005
C -3.0342 6.4418 0.3265 -0.215
C -3.5505 7.6266 -0.2625 -0.008
C -3.7944 8.7525 0.4817 -0.049
C -3.4109 8.7776 1.8201 -0.017
C -2.9110 7.6028 2.4068 -0.037
C -2.6895 6.4435 1.6843 -0.014
H 0.5094 3.0370 6.3973 0.126
H 2.7379 2.8768 6.5809 0.133
H 4.6256 1.4172 5.8266 0.102
H 4.5377 0.2406 3.6398 0.109
H 2.4139 0.3919 2.2948 0.101
H -0.7814 1.1529 3.6461 0.157
H -0.3971 3.3862 2.6732 0.138
H -1.1692 4.4409 1.2015 0.115
H -3.5693 5.4005 -1.4327 0.095
H -3.8072 7.6006 -1.3304 0.131
H -4.3314 9.6089 0.0324 0.134
H -3.6241 9.6742 2.3872 0.121
H -2.7461 7.5462 3.4835 0.120
H -2.3613 5.5557 2.1507 0.087
C 4.3089 -0.4438 -2.1244 -0.044
N 2.9925 0.1055 -1.8108 -0.068
C 2.1147 -0.2263 -0.8275 -0.069
N 1.2062 0.7547 -0.7153 -0.047
C 1.7082 1.7128 -1.5246 -0.194
N 2.7148 1.3287 -2.2172 0.146
C 4.5633 -1.9270 -1.8978 -0.181
C 5.8714 -2.4180 -2.0603 -0.014
C 6.1419 -3.7735 -1.8786 -0.041
C 5.1465 -4.6821 -1.5478 0.012
C 3.8222 -4.2185 -1.5045 -0.114
C 3.5598 -2.8479 -1.6647 -0.004
C 2.6173 -5.0739 -1.3899 -0.254
N 2.5011 -6.3251 -1.0825 0.100
N 1.1931 -6.7489 -1.1805 0.129
C 0.4929 -5.7004 -1.6102 -0.195
O 1.3878 -4.6045 -1.8354 0.060
C -0.8850 -5.5823 -2.0647 -0.152
C -1.8566 -6.5093 -1.6731 -0.018
C -3.1747 -6.2998 -2.0309 -0.058
C -3.5475 -5.0970 -2.6632 -0.050
C -2.5953 -4.2076 -3.1138 -0.210
C -2.9250 -2.8567 -3.7173 -0.010
N -2.2409 -1.6422 -3.0747 -0.030
C -2.4752 -0.9473 -1.9168 -0.077
N -1.4361 -0.1037 -1.7111 -0.110
C -0.7152 -0.1926 -2.9015 -0.178
N -1.1328 -1.1101 -3.6719 0.141
C -1.2558 -4.4901 -2.8293 0.019
H 5.0823 0.2077 -1.7320 0.143
H 4.3550 -0.2749 -3.1968 0.143
H 2.0814 -1.1309 -0.2528 0.143
H 1.2527 2.6669 -1.5849 0.128
H 6.6799 -1.7593 -2.3736 0.126
H 7.1546 -4.1067 -1.9443 0.112
H 5.3217 -5.7623 -1.4541 0.136
H 2.5255 -2.4916 -1.6544 0.097
H -1.6488 -7.4325 -1.0953 0.143
H -3.9111 -7.0051 -1.7027 0.114
H -4.5664 -4.8953 -2.8786 0.110
H -3.9642 -2.6132 -3.6243 0.121
H -2.6020 -2.7778 -4.7833 0.151
H -3.2589 -1.2088 -1.2541 0.130
H 0.1562 0.4835 -3.1080 0.134
H -0.4599 -3.8700 -3.1059 0.101
Cl -3.0327 -3.9826 0.4987 0.659
C -2.8969 -2.5988 1.7429 -0.884
Cl -2.2022 -3.1966 3.3009 0.645
C -2.0940 -1.5460 1.0610 -0.674
O -2.6973 -0.3698 0.8800 -0.139
O -0.8884 -1.7532 0.6447 -0.089
H -3.9586 -2.2656 2.0443 0.116